Record 1
Below is C26H30FN5O12OsP2S as an isolated structure, with properties calculated with ωB97M-V/def2-TZVPD.

Calculated values
- DFT total energy (eV) = -94055.9249
- energy above the lowest of the compared OMol25 structures with the same formula, charge and spin (eV) = 2.581
- strongest force on any atom (Eh/bohr) = 0.03205
- gap between HOMO and LUMO (spin up / spin down) (eV) = 6.32 / 6.32
- total charge = +2

Last column: Löwdin charge in e.
Cartesian coordinates (Å):
Os1 -1.8253 0.6032 -1.8618  1.80
N1 -5.3948 -0.6342 0.0851  0.20
C1 -4.4799 0.3103 0.8742  -0.47
C2 -5.0409 0.5207 2.2698  -0.05
P1 -4.2947 1.8967 -0.0931  0.40
O1 -5.2703 1.5230 -1.3030  -0.13
O2 -4.6569 3.1128 0.6190  -0.20
O3 -2.8352 1.7423 -0.5993  -0.44
P2 -2.8256 -0.5180 0.8722  0.41
O4 -3.2986 -1.9626 1.3872  -0.11
O5 -1.7881 0.0778 1.7134  -0.24
O6 -2.5689 -0.7731 -0.6660  -0.43
H1 -6.2183 -0.1385 -0.2647  0.17
H2 -5.6577 -1.4285 0.6714  0.17
H3 -4.8986 -1.0112 -0.7327  0.11
H4 -6.0303 0.9779 2.2298  0.10
H5 -4.3915 1.2089 2.8086  0.10
H6 -5.0870 -0.4189 2.8227  0.09
H7 -5.7777 2.2714 -1.6593  0.12
H8 -2.7127 -2.3173 2.0689  0.11
F1 1.9131 -0.4784 3.6112  0.08
C3 2.3817 -0.1080 2.4036  -0.17
C4 1.4756 0.2029 1.4408  0.11
C5 1.9202 0.4915 0.1405  -0.04
C6 0.9917 0.6455 -0.9427  -0.23
O7 -0.2565 0.7585 -0.6623  -0.16
C7 1.5029 0.6678 -2.2451  -0.03
C8 2.8636 0.8096 -2.4143  0.08
N2 3.7313 0.8221 -1.4037  0.03
C9 5.1249 1.1632 -1.6716  -0.25
C10 5.6964 2.3646 -0.9817  -0.09
C11 5.4041 2.4103 -2.4493  -0.06
C12 3.2952 0.5231 -0.1131  -0.10
C13 4.2080 0.2534 0.9101  0.07
C14 3.7825 -0.0932 2.1844  -0.11
N3 4.7064 -0.3727 3.1968  -0.07
C15 4.3159 -0.5773 4.5966  -0.12
C16 5.5674 -0.5677 5.4775  -0.08
N4 6.5534 0.4001 4.8901  0.07
C17 7.0948 -0.1177 3.5773  -0.06
C18 6.0080 -0.9504 2.8984  -0.12
C19 0.6769 0.4926 -3.4685  -0.50
O8 1.1347 0.5873 -4.5661  0.17
O9 -0.6150 0.1526 -3.2563  -0.17
H9 0.4113 0.2043 1.6629  0.12
H10 3.2628 0.9364 -3.4128  0.17
H11 5.7557 0.3002 -1.8424  0.16
H12 6.7253 2.3202 -0.6521  0.11
H13 5.0363 2.9244 -0.3319  0.12
H14 6.2257 2.3871 -3.1500  0.12
H15 4.5609 3.0083 -2.7682  0.12
H16 5.2604 0.3152 0.6813  0.11
H17 3.7876 -1.5185 4.7626  0.14
H18 3.6570 0.2323 4.9015  0.14
H19 6.0614 -1.5348 5.5320  0.14
H20 5.3135 -0.2563 6.4877  0.15
H21 7.3168 0.5885 5.5400  0.19
H22 6.0703 1.2847 4.7274  0.19
H23 7.9800 -0.7165 3.7825  0.14
H24 7.3817 0.7450 2.9804  0.14
H25 6.0428 -1.9857 3.2512  0.14
H26 6.2022 -0.9806 1.8331  0.12
O10 -6.9960 0.5138 -5.7827  -0.24
S1 -6.6733 0.4872 -4.3992  0.67
O11 -7.5371 1.0848 -3.4219  -0.27
N5 -5.1548 1.1211 -4.1395  0.05
C20 -4.4270 0.2552 -3.5595  -0.45
O12 -3.2246 0.5783 -3.1127  -0.22
C21 -4.9746 -1.1107 -3.3580  -0.16
C22 -4.3936 -2.2388 -2.8004  -0.03
C23 -5.1626 -3.3989 -2.7345  -0.05
C24 -6.4600 -3.4283 -3.2394  -0.04
C25 -7.0331 -2.2956 -3.8117  0.00
C26 -6.2687 -1.1497 -3.8460  -0.20
H27 -3.3708 -2.2319 -2.4483  0.11
H28 -4.7385 -4.2963 -2.3033  0.11
H29 -7.0266 -4.3491 -3.2019  0.12
H30 -8.0345 -2.3179 -4.2210  0.13

---

Record 2
Below is C26H30FN6NaO7 as an isolated structure, with properties calculated with ωB97M-V/def2-TZVPD.

Calculated values
- DFT total energy (eV) = -57853.3115
- energy above the lowest of the compared OMol25 structures with the same formula, charge and spin (eV) = 0.559
- strongest force on any atom (Eh/bohr) = 0.07542
- gap between HOMO and LUMO (eV) = 3.82

Last column: Löwdin charge in e.
Cartesian coordinates (Å):
Na1 -3.3645 0.8218 -0.5162  0.48
C1 2.5819 -4.2581 -2.8885  -0.08
C2 1.6977 -4.5743 -1.7152  -0.17
N1 0.9838 -3.3261 -1.2446  -0.04
C3 -0.3545 -3.0957 -1.5636  0.00
C4 -1.1999 -2.0517 -1.2628  0.01
C5 -2.7106 -1.8706 -1.6104  -0.54
O1 -3.6002 -2.8183 -1.5565  -0.08
O2 -3.0863 -0.6936 -1.9750  -0.10
C6 -0.4920 -0.8434 -0.6459  -0.26
O3 -0.9735 0.2232 -0.2585  0.04
C7 0.9730 -1.0200 -0.5162  -0.05
C8 1.6780 0.1137 -0.0471  0.09
C9 3.0442 0.0567 0.1187  -0.18
F1 3.5871 1.3075 0.1812  0.05
C10 3.7689 -1.1613 0.2421  -0.17
C11 3.0260 -2.2539 -0.2125  0.05
C12 1.6798 -2.2048 -0.6695  -0.12
N2 5.0859 -1.2107 0.6662  -0.10
C13 6.0397 -2.2445 0.2178  -0.12
C14 7.4790 -1.9739 0.7031  -0.11
N3 7.7837 -0.5363 0.8427  0.05
C15 6.8153 0.1942 1.7543  -0.08
C16 5.4906 -0.5279 1.8740  -0.14
H1 2.7684 -5.1414 -3.4964  0.08
H2 3.5573 -3.8573 -2.6320  0.06
H3 2.1135 -3.5180 -3.5331  0.09
H4 2.2407 -4.9671 -0.8376  0.12
H5 0.9093 -5.2712 -1.9746  0.11
H6 -0.8947 -3.9593 -2.0389  0.15
H7 1.1630 0.9820 0.1714  0.10
H8 3.4758 -3.2444 -0.1930  0.10
H9 6.1027 -2.3141 -0.8905  0.14
H10 5.7604 -3.2825 0.5639  0.14
H11 8.1560 -2.3913 -0.0781  0.15
H12 7.6525 -2.3936 1.6863  0.13
H13 7.8069 -0.0870 -0.0744  0.19
H14 8.7469 -0.4175 1.2263  0.20
H15 6.7258 1.2123 1.3585  0.14
H16 7.2969 0.2600 2.7704  0.15
H17 4.7564 0.1907 2.2278  0.14
H18 5.5424 -1.3046 2.6950  0.15
O4 -10.1293 0.3371 -1.4109  0.10
C17 -9.0176 1.0915 -1.2978  -0.50
O5 -9.1770 2.2909 -1.2463  0.12
C18 -7.7182 0.4749 -1.3276  -0.08
C19 -7.2971 -0.7452 -1.8186  -0.03
N4 -5.9649 -0.9205 -1.5376  0.05
N5 -5.5139 0.1823 -0.8799  0.05
C20 -6.5181 1.0293 -0.7189  -0.11
C21 -6.2855 2.2962 0.0675  -0.64
O6 -7.2616 2.9514 0.4371  0.02
O7 -5.0506 2.5245 0.2552  -0.09
H19 -9.9757 -0.5633 -1.1162  0.10
H20 -7.8464 -1.4814 -2.3929  0.12
H21 -5.2882 -1.6951 -1.6538  0.12
C22 -3.1833 4.8503 1.8039  -0.04
C23 -1.8004 4.2586 1.8818  -0.59
C24 -0.7820 5.2704 2.5583  -0.03
C25 -1.3186 3.6597 0.5728  -0.03
C26 -1.8826 3.1308 2.8082  -0.23
N6 -1.9295 2.3244 3.6174  0.17
H22 -3.1642 5.8909 1.4404  0.09
H23 -3.5891 4.9744 2.8314  0.10
H24 -3.8629 4.1128 1.3133  0.08
H25 -0.7432 6.1518 1.9632  0.06
H26 0.1791 4.8385 2.7705  0.07
H27 -1.1498 5.6080 3.5397  0.09
H28 -0.7485 4.4282 0.0057  0.09
H29 -2.2003 3.3673 -0.0107  0.08
H30 -0.5940 2.8136 0.6761  0.08